Record 1
DFT (ωB97M-V/def2-TZVPD) results for a structure of composition C39H45N11S2Se2Sm.

Calculated values
spin multiplicity	6
⟨S²⟩	8.759
LUMO level (alpha / beta)	-0.2946 / -0.2923	Ha
gap between HOMO and LUMO (alpha / beta)	7.10 / 7.16	eV
total charge	+3

```
100
C39H45N11S2Se2Sm ωB97M-V/def2-TZVPD
Sm 9.25 10.48 14.40
N 7.52 9.45 12.83
C 6.79 8.31 13.48
C 7.48 7.65 14.68
N 7.85 8.64 15.66
C 6.65 9.15 16.40
C 6.16 10.52 15.84
N 7.25 11.54 15.75
H 6.88 10.14 12.49
H 8.08 9.07 12.06
H 6.62 7.59 12.65
H 5.81 8.71 13.64
H 8.39 7.16 14.35
H 6.84 6.85 15.03
H 8.39 8.17 16.40
H 6.78 9.24 17.50
H 5.80 8.43 16.30
H 5.39 10.85 16.51
H 5.74 10.48 14.88
H 7.64 11.88 16.65
H 6.72 12.27 15.29
S 10.07 10.54 17.21
C 11.40 11.59 17.36
N 12.51 11.39 18.06
C 13.44 12.46 18.40
C 12.64 13.79 18.46
N 11.94 13.98 17.22
C 11.95 15.36 16.65
C 13.33 15.81 16.23
C 13.96 15.15 15.17
C 15.27 15.50 14.82
C 15.91 16.45 15.61
C 15.28 17.13 16.68
C 13.95 16.74 17.01
C 11.37 12.94 16.64
S 10.77 13.01 15.04
C 12.77 10.15 18.81
C 12.69 10.44 20.27
C 13.66 9.89 21.11
C 13.47 9.98 22.48
C 12.33 10.65 22.99
C 11.39 11.21 22.15
C 11.54 11.03 20.77
H 14.18 12.60 17.59
H 13.88 12.30 19.37
H 13.34 14.62 18.55
H 11.95 13.79 19.30
H 11.60 16.03 17.47
H 11.24 15.42 15.86
H 13.36 14.47 14.59
H 15.82 14.99 14.02
H 16.95 16.68 15.40
H 15.80 17.89 17.15
H 13.45 17.24 17.86
H 13.77 9.78 18.49
H 12.06 9.46 18.46
H 14.58 9.40 20.73
H 14.17 9.55 23.18
H 12.31 10.53 24.06
H 10.49 11.65 22.62
H 10.69 11.35 20.20
Se 15.64 7.00 10.61
N 14.34 8.13 10.05
C 13.57 8.33 11.09
C 12.36 9.15 11.03
C 11.93 9.77 9.86
C 10.82 10.56 9.85
C 10.10 10.65 11.07
N 10.47 10.01 12.19
C 11.57 9.25 12.19
C 11.87 8.48 13.39
N 10.98 8.57 14.44
C 11.17 7.78 15.44
C 12.17 6.83 15.49
C 13.13 6.74 14.51
C 12.96 7.60 13.41
C 13.87 7.58 12.28
N 14.92 6.78 12.23
H 12.54 9.51 8.98
H 10.37 10.94 8.92
H 9.23 11.29 11.12
H 10.44 7.81 16.25
H 12.22 6.20 16.38
H 13.94 6.00 14.46
C 6.13 13.25 10.17
N 7.51 13.66 10.18
C 8.11 14.31 9.13
C 9.30 14.79 9.57
N 9.34 14.48 10.96
C 10.57 14.61 11.72
C 8.24 13.80 11.30
Se 7.91 13.02 12.99
H 5.51 14.16 10.20
H 5.93 12.70 11.10
H 6.02 12.62 9.29
H 7.75 14.52 8.13
H 10.09 15.34 9.10
H 10.74 15.62 12.00
H 11.38 14.20 11.11
H 10.52 14.08 12.66
```

---

Record 2
DFT (ωB97M-V/def2-TZVPD) results for a structure of composition C39H45N7O2PSbTl.

Calculated values
LUMO level	-0.3966	Ha
gap between HOMO and LUMO	3.96	eV
total charge	+3

```
96
C39H45N7O2PSbTl ωB97M-V/def2-TZVPD
Tl 0.06 -0.56 0.93
C 1.15 2.99 1.16
C 0.45 2.71 -0.14
C 0.82 3.37 -1.31
C 0.11 3.13 -2.47
C -0.98 2.26 -2.42
C -1.29 1.64 -1.22
N -0.56 1.85 -0.11
Sb -3.15 0.54 -1.11
C -3.30 0.36 1.03
C -4.60 0.46 1.50
C -4.84 0.35 2.87
C -3.76 0.17 3.71
C -2.48 0.09 3.16
C -1.28 -0.11 4.05
N -2.26 0.18 1.85
C -2.31 -1.44 -1.42
C -2.46 -2.06 -2.65
C -2.08 -3.38 -2.79
C -1.58 -4.05 -1.68
C -1.47 -3.38 -0.47
C -1.05 -4.09 0.78
N -1.81 -2.08 -0.36
H 2.21 3.18 1.01
H 1.00 2.17 1.86
H 0.71 3.89 1.62
H 1.65 4.07 -1.30
H 0.37 3.62 -3.39
H -1.59 2.10 -3.30
H -5.42 0.62 0.82
H -5.84 0.42 3.26
H -3.90 0.09 4.78
H -1.51 0.13 5.08
H -0.46 0.53 3.73
H -0.95 -1.15 4.02
H -2.91 -1.52 -3.48
H -2.20 -3.90 -3.73
H -1.33 -5.10 -1.74
H -0.44 -4.96 0.57
H -1.94 -4.43 1.32
H -0.51 -3.43 1.46
C 3.88 5.84 3.73
C 4.57 5.46 2.45
C 4.86 6.49 1.52
C 5.50 6.26 0.30
C 5.81 4.98 -0.03
C 5.52 3.91 0.87
N 5.75 2.68 0.37
C 5.85 1.40 1.03
C 6.96 1.07 1.78
C 7.01 -0.19 2.36
C 5.96 -1.09 2.19
C 4.87 -0.75 1.41
C 4.82 0.51 0.82
C 3.72 0.93 -0.08
O 3.94 2.11 -0.62
O 2.72 0.29 -0.36
C 4.93 4.15 2.16
C 4.68 3.07 3.17
H 3.50 6.85 3.68
H 4.57 5.78 4.57
H 3.04 5.17 3.94
H 4.57 7.50 1.78
H 5.72 7.08 -0.36
H 6.30 4.75 -0.97
H 6.13 2.68 -0.58
H 7.77 1.78 1.92
H 7.87 -0.47 2.95
H 6.01 -2.06 2.66
H 4.04 -1.43 1.27
H 5.47 2.34 3.21
H 3.75 2.54 2.94
H 4.58 3.50 4.16
C 2.47 -5.10 -3.45
N 2.40 -3.92 -4.43
C 3.83 -3.37 -4.59
N 4.36 -3.00 -3.32
C 4.37 -4.15 -2.42
N 3.03 -4.69 -2.21
C 2.16 -3.77 -1.47
P 1.91 -2.13 -2.30
C 1.45 -2.86 -3.96
C 3.69 -1.83 -2.74
H 3.09 -5.86 -3.92
H 1.45 -5.47 -3.33
H 2.09 -4.27 -5.34
H 3.77 -2.53 -5.27
H 4.42 -4.18 -5.03
H 4.78 -3.84 -1.46
H 5.01 -4.92 -2.83
H 2.58 -3.62 -0.47
H 1.18 -4.24 -1.33
H 1.43 -2.08 -4.72
H 0.46 -3.31 -3.90
H 4.24 -1.52 -1.85
H 3.74 -1.00 -3.46
```

---

Record 3
DFT (ωB97M-V/def2-TZVPD) results for a structure of composition C39H46CuN5P2S.

Calculated values
spin multiplicity	2
⟨S²⟩	0.756
LUMO level (alpha / beta)	0.0782 / 0.0620	Ha
gap between HOMO and LUMO (alpha / beta)	6.76 / 6.32	eV
total charge	-1

```
94
C39H46CuN5P2S ωB97M-V/def2-TZVPD
Cu 11.15 13.54 10.50
C 6.88 15.36 8.32
C 8.03 14.42 8.61
C 7.53 12.98 8.58
P 9.06 14.80 10.13
C 7.86 14.93 11.53
C 8.57 15.63 12.67
C 7.28 13.59 11.95
C 9.84 16.38 9.73
C 9.37 17.68 10.00
C 10.14 18.80 9.82
C 9.47 20.13 10.05
C 11.44 18.64 9.34
C 11.92 17.40 9.11
C 11.17 16.24 9.27
N 11.65 14.95 9.00
C 12.79 14.65 8.27
C 13.05 15.20 7.00
C 14.18 14.83 6.27
C 15.06 13.81 6.69
C 16.33 13.47 5.96
C 14.80 13.33 7.95
C 13.72 13.71 8.75
P 13.57 13.30 10.49
C 14.68 11.82 11.00
C 16.20 11.84 10.88
C 14.08 10.63 10.30
C 14.41 14.83 11.22
C 14.77 14.59 12.70
C 15.65 15.42 10.46
H 6.38 15.15 7.34
H 7.20 16.43 8.27
H 6.06 15.23 9.11
H 8.81 14.51 7.83
H 6.79 12.87 9.39
H 8.29 12.30 8.87
H 7.18 12.80 7.59
H 7.06 15.61 11.22
H 9.42 15.03 13.04
H 7.86 15.66 13.52
H 8.89 16.61 12.31
H 8.00 12.79 11.87
H 6.43 13.27 11.34
H 6.88 13.60 12.96
H 8.37 17.76 10.33
H 8.68 19.97 10.81
H 8.94 20.43 9.16
H 10.21 20.88 10.35
H 12.05 19.55 9.17
H 12.94 17.32 8.78
H 12.39 15.95 6.58
H 14.41 15.32 5.34
H 16.46 12.43 5.68
H 17.20 13.76 6.50
H 16.42 14.05 5.01
H 15.51 12.60 8.33
H 14.57 11.85 12.09
H 16.50 11.75 9.84
H 16.53 11.05 11.49
H 16.55 12.76 11.33
H 14.68 10.50 9.37
H 13.04 10.79 10.01
H 14.01 9.73 10.93
H 13.62 15.67 11.26
H 15.52 13.85 12.72
H 13.91 14.30 13.26
H 15.19 15.51 13.18
H 16.43 14.66 10.33
H 16.07 16.27 10.98
H 15.36 15.69 9.44
S 10.02 10.06 13.13
C 10.24 11.39 14.20
C 10.55 12.55 13.49
C 10.63 12.40 12.07
C 10.33 11.08 11.75
C 10.62 10.46 10.45
C 10.61 9.08 10.25
C 10.94 8.54 9.03
C 11.30 9.46 7.96
C 11.28 10.82 8.25
N 10.91 11.34 9.45
H 10.09 11.39 15.27
H 10.85 13.48 14.01
H 10.42 8.35 11.03
H 11.03 7.46 8.85
H 11.55 9.10 7.00
H 11.47 11.52 7.44
N 14.87 7.96 6.97
C 14.18 7.17 7.38
C 13.35 6.17 7.92
C 13.63 5.85 9.27
N 14.04 5.59 10.34
C 12.27 5.58 7.25
N 11.33 5.11 6.78
```

---

Record 4
DFT (ωB97M-V/def2-TZVPD) results for a cluster of 6 separate species, C39H46F5N2OS in total.

Calculated values
LUMO level	-0.1235	Ha
gap between HOMO and LUMO	7.09	eV
total charge	+1

```
94
C39H46F5N2OS ωB97M-V/def2-TZVPD
C -0.89 0.82 -1.77
C -1.29 0.15 -3.16
O -2.37 -0.50 -3.19
N -0.44 0.26 -4.34
C 0.38 -0.98 -4.51
C -0.27 -2.07 -5.49
C 0.95 -2.66 -6.38
C 1.94 -3.44 -5.39
S 3.35 -4.29 -6.30
C 3.63 -5.89 -5.42
C 2.67 -7.08 -5.90
C 1.12 -6.87 -5.56
N 0.85 -6.59 -4.11
H -1.81 1.37 -1.36
H -0.59 0.05 -0.99
H -0.10 1.63 -1.96
H 0.21 1.06 -4.29
H 1.38 -0.68 -4.96
H 0.62 -1.51 -3.51
H -1.10 -1.62 -6.12
H -0.67 -2.95 -4.88
H 1.45 -1.76 -6.86
H 0.57 -3.31 -7.24
H 1.30 -4.17 -4.79
H 2.45 -2.75 -4.62
H 4.47 -3.50 -6.06
H 3.57 -5.69 -4.30
H 4.72 -6.20 -5.63
H 2.80 -7.23 -7.03
H 3.01 -8.03 -5.39
H 0.66 -6.08 -6.22
H 0.60 -7.87 -5.80
H -0.18 -6.41 -4.08
H 0.99 -7.46 -3.58
F 2.99 -2.47 3.50
C 1.87 -2.24 2.81
C 0.89 -1.42 3.36
C -0.28 -1.18 2.64
C -0.45 -1.76 1.38
C 0.54 -2.58 0.85
C 1.70 -2.81 1.56
H 1.04 -0.99 4.34
H -1.05 -0.54 3.05
H -1.36 -1.57 0.82
H 0.39 -3.03 -0.13
H 2.49 -3.44 1.15
F -2.99 -0.43 4.34
C -2.67 0.53 5.23
C -3.05 1.84 5.00
C -2.71 2.82 5.92
C -2.00 2.49 7.06
C -1.62 1.17 7.29
C -1.96 0.18 6.37
H -3.60 2.08 4.09
H -3.01 3.85 5.75
H -1.74 3.26 7.78
H -1.06 0.91 8.18
H -1.68 -0.86 6.54
F -0.74 4.52 5.05
C -0.12 4.30 3.87
C -0.26 3.07 3.25
C 0.36 2.85 2.03
C 1.13 3.86 1.45
C 1.27 5.09 2.09
C 0.63 5.31 3.30
H -0.86 2.30 3.72
H 0.26 1.89 1.53
H 1.63 3.68 0.50
H 1.87 5.87 1.64
H 0.72 6.27 3.81
F 2.31 7.55 3.24
C 2.36 8.84 2.88
C 2.54 9.17 1.54
C 2.59 10.50 1.17
C 2.47 11.50 2.13
C 2.29 11.16 3.47
C 2.23 9.82 3.84
H 2.64 8.38 0.81
H 2.72 10.77 0.12
H 2.51 12.54 1.84
H 2.20 11.94 4.22
H 2.08 9.54 4.88
F -4.23 -6.95 0.72
C -4.18 -5.66 0.36
C -4.00 -5.33 -0.98
C -3.95 -4.00 -1.35
C -4.06 -3.00 -0.39
C -4.24 -3.34 0.95
C -4.30 -4.68 1.33
H -3.90 -6.12 -1.71
H -3.81 -3.73 -2.39
H -4.02 -1.96 -0.68
H -4.33 -2.56 1.70
H -4.45 -4.96 2.36
```

---

Record 5
DFT (ωB97M-V/def2-TZVPD) results for a cluster of 5 separate species, C39H46N6O4 in total.

Calculated values
LUMO level	-0.0299	Ha
gap between HOMO and LUMO	8.37	eV
SMILES string	COCc1cc2c(cc1C[C@H](O)CN)C(=O)C(CCCCN)=CC2=O.c1ccncc1.c1ccncc1.c1ccncc1.c1ccncc1
total charge	0

```
95
C39H46N6O4 ωB97M-V/def2-TZVPD
C 2.06 1.55 2.07
O 1.70 0.95 0.83
C 0.78 -0.10 1.06
C -0.49 -0.03 0.23
C -1.03 -1.25 -0.12
C -2.18 -1.36 -0.82
C -2.84 -0.20 -1.21
C -2.33 1.01 -0.90
C -1.15 1.11 -0.19
C -0.65 2.52 0.09
C -0.01 3.21 -1.16
O -0.30 2.49 -2.34
C 1.55 3.36 -1.05
N 2.31 2.29 -1.67
C -4.13 -0.35 -1.96
O -4.49 0.46 -2.80
C -4.95 -1.56 -1.57
C -6.47 -1.57 -1.56
C -7.14 -0.20 -1.72
C -6.83 0.78 -0.59
C -7.64 2.08 -0.80
N -6.93 3.24 -0.18
C -4.30 -2.66 -1.21
C -2.80 -2.68 -1.17
O -2.14 -3.68 -1.37
H 1.17 1.84 2.64
H 2.62 2.48 1.91
H 2.68 0.89 2.69
H 1.28 -1.03 0.77
H 0.50 -0.22 2.11
H -0.53 -2.17 0.17
H -2.81 1.94 -1.18
H -1.55 3.12 0.31
H -0.03 2.60 0.97
H -0.46 4.20 -1.24
H -0.39 3.08 -3.09
H 1.84 3.51 -0.01
H 1.80 4.27 -1.61
H 2.46 2.47 -2.66
H 1.89 1.39 -1.54
H -6.78 -2.00 -0.60
H -6.86 -2.25 -2.32
H -6.83 0.22 -2.68
H -8.23 -0.35 -1.77
H -5.78 1.11 -0.61
H -7.02 0.35 0.40
H -8.64 1.96 -0.39
H -7.63 2.26 -1.87
H -7.46 3.49 0.64
H -7.07 4.04 -0.80
H -4.80 -3.59 -0.94
C 7.65 -0.31 1.41
C 6.34 -0.26 0.97
C 5.33 -0.19 1.92
N 5.55 -0.18 3.23
C 6.82 -0.24 3.64
C 7.90 -0.30 2.77
H 8.47 -0.36 0.70
H 6.10 -0.27 -0.09
H 4.29 -0.15 1.62
H 6.97 -0.23 4.71
H 8.91 -0.34 3.16
C 2.13 -1.47 6.77
C 3.02 -1.08 5.78
C 4.06 -1.93 5.45
N 4.26 -3.11 6.03
C 3.40 -3.47 6.99
C 2.33 -2.70 7.39
H 1.31 -0.83 7.06
H 2.90 -0.13 5.27
H 4.76 -1.66 4.67
H 3.59 -4.44 7.45
H 1.66 -3.04 8.17
C 4.74 4.75 -1.96
C 5.03 4.95 -3.30
C 5.98 5.91 -3.63
N 6.63 6.65 -2.73
C 6.33 6.44 -1.45
C 5.41 5.50 -1.02
H 4.01 4.01 -1.66
H 4.54 4.38 -4.08
H 6.24 6.10 -4.67
H 6.88 7.06 -0.74
H 5.21 5.38 0.04
C -2.63 -7.00 -3.31
C -3.18 -8.10 -3.93
C -4.55 -8.10 -4.20
N -5.36 -7.10 -3.88
C -4.81 -6.04 -3.27
C -3.46 -5.94 -2.97
H -1.57 -6.96 -3.09
H -2.57 -8.95 -4.21
H -5.02 -8.94 -4.69
H -5.50 -5.24 -3.02
H -3.07 -5.05 -2.47
```

---

Number 5 is which compound?
C39H46N6O4

---

Copy entry 2 word for word.
DFT (ωB97M-V/def2-TZVPD) results for a structure of composition C39H45N7O2PSbTl.

Calculated values
LUMO level	-0.3966	Ha
gap between HOMO and LUMO	3.96	eV
total charge	+3

```
96
C39H45N7O2PSbTl ωB97M-V/def2-TZVPD
Tl 0.06 -0.56 0.93
C 1.15 2.99 1.16
C 0.45 2.71 -0.14
C 0.82 3.37 -1.31
C 0.11 3.13 -2.47
C -0.98 2.26 -2.42
C -1.29 1.64 -1.22
N -0.56 1.85 -0.11
Sb -3.15 0.54 -1.11
C -3.30 0.36 1.03
C -4.60 0.46 1.50
C -4.84 0.35 2.87
C -3.76 0.17 3.71
C -2.48 0.09 3.16
C -1.28 -0.11 4.05
N -2.26 0.18 1.85
C -2.31 -1.44 -1.42
C -2.46 -2.06 -2.65
C -2.08 -3.38 -2.79
C -1.58 -4.05 -1.68
C -1.47 -3.38 -0.47
C -1.05 -4.09 0.78
N -1.81 -2.08 -0.36
H 2.21 3.18 1.01
H 1.00 2.17 1.86
H 0.71 3.89 1.62
H 1.65 4.07 -1.30
H 0.37 3.62 -3.39
H -1.59 2.10 -3.30
H -5.42 0.62 0.82
H -5.84 0.42 3.26
H -3.90 0.09 4.78
H -1.51 0.13 5.08
H -0.46 0.53 3.73
H -0.95 -1.15 4.02
H -2.91 -1.52 -3.48
H -2.20 -3.90 -3.73
H -1.33 -5.10 -1.74
H -0.44 -4.96 0.57
H -1.94 -4.43 1.32
H -0.51 -3.43 1.46
C 3.88 5.84 3.73
C 4.57 5.46 2.45
C 4.86 6.49 1.52
C 5.50 6.26 0.30
C 5.81 4.98 -0.03
C 5.52 3.91 0.87
N 5.75 2.68 0.37
C 5.85 1.40 1.03
C 6.96 1.07 1.78
C 7.01 -0.19 2.36
C 5.96 -1.09 2.19
C 4.87 -0.75 1.41
C 4.82 0.51 0.82
C 3.72 0.93 -0.08
O 3.94 2.11 -0.62
O 2.72 0.29 -0.36
C 4.93 4.15 2.16
C 4.68 3.07 3.17
H 3.50 6.85 3.68
H 4.57 5.78 4.57
H 3.04 5.17 3.94
H 4.57 7.50 1.78
H 5.72 7.08 -0.36
H 6.30 4.75 -0.97
H 6.13 2.68 -0.58
H 7.77 1.78 1.92
H 7.87 -0.47 2.95
H 6.01 -2.06 2.66
H 4.04 -1.43 1.27
H 5.47 2.34 3.21
H 3.75 2.54 2.94
H 4.58 3.50 4.16
C 2.47 -5.10 -3.45
N 2.40 -3.92 -4.43
C 3.83 -3.37 -4.59
N 4.36 -3.00 -3.32
C 4.37 -4.15 -2.42
N 3.03 -4.69 -2.21
C 2.16 -3.77 -1.47
P 1.91 -2.13 -2.30
C 1.45 -2.86 -3.96
C 3.69 -1.83 -2.74
H 3.09 -5.86 -3.92
H 1.45 -5.47 -3.33
H 2.09 -4.27 -5.34
H 3.77 -2.53 -5.27
H 4.42 -4.18 -5.03
H 4.78 -3.84 -1.46
H 5.01 -4.92 -2.83
H 2.58 -3.62 -0.47
H 1.18 -4.24 -1.33
H 1.43 -2.08 -4.72
H 0.46 -3.31 -3.90
H 4.24 -1.52 -1.85
H 3.74 -1.00 -3.46
```

---

Please write out number 5 again, unchanged.
DFT (ωB97M-V/def2-TZVPD) results for a cluster of 5 separate species, C39H46N6O4 in total.

Calculated values
LUMO level	-0.0299	Ha
gap between HOMO and LUMO	8.37	eV
SMILES string	COCc1cc2c(cc1C[C@H](O)CN)C(=O)C(CCCCN)=CC2=O.c1ccncc1.c1ccncc1.c1ccncc1.c1ccncc1
total charge	0

```
95
C39H46N6O4 ωB97M-V/def2-TZVPD
C 2.06 1.55 2.07
O 1.70 0.95 0.83
C 0.78 -0.10 1.06
C -0.49 -0.03 0.23
C -1.03 -1.25 -0.12
C -2.18 -1.36 -0.82
C -2.84 -0.20 -1.21
C -2.33 1.01 -0.90
C -1.15 1.11 -0.19
C -0.65 2.52 0.09
C -0.01 3.21 -1.16
O -0.30 2.49 -2.34
C 1.55 3.36 -1.05
N 2.31 2.29 -1.67
C -4.13 -0.35 -1.96
O -4.49 0.46 -2.80
C -4.95 -1.56 -1.57
C -6.47 -1.57 -1.56
C -7.14 -0.20 -1.72
C -6.83 0.78 -0.59
C -7.64 2.08 -0.80
N -6.93 3.24 -0.18
C -4.30 -2.66 -1.21
C -2.80 -2.68 -1.17
O -2.14 -3.68 -1.37
H 1.17 1.84 2.64
H 2.62 2.48 1.91
H 2.68 0.89 2.69
H 1.28 -1.03 0.77
H 0.50 -0.22 2.11
H -0.53 -2.17 0.17
H -2.81 1.94 -1.18
H -1.55 3.12 0.31
H -0.03 2.60 0.97
H -0.46 4.20 -1.24
H -0.39 3.08 -3.09
H 1.84 3.51 -0.01
H 1.80 4.27 -1.61
H 2.46 2.47 -2.66
H 1.89 1.39 -1.54
H -6.78 -2.00 -0.60
H -6.86 -2.25 -2.32
H -6.83 0.22 -2.68
H -8.23 -0.35 -1.77
H -5.78 1.11 -0.61
H -7.02 0.35 0.40
H -8.64 1.96 -0.39
H -7.63 2.26 -1.87
H -7.46 3.49 0.64
H -7.07 4.04 -0.80
H -4.80 -3.59 -0.94
C 7.65 -0.31 1.41
C 6.34 -0.26 0.97
C 5.33 -0.19 1.92
N 5.55 -0.18 3.23
C 6.82 -0.24 3.64
C 7.90 -0.30 2.77
H 8.47 -0.36 0.70
H 6.10 -0.27 -0.09
H 4.29 -0.15 1.62
H 6.97 -0.23 4.71
H 8.91 -0.34 3.16
C 2.13 -1.47 6.77
C 3.02 -1.08 5.78
C 4.06 -1.93 5.45
N 4.26 -3.11 6.03
C 3.40 -3.47 6.99
C 2.33 -2.70 7.39
H 1.31 -0.83 7.06
H 2.90 -0.13 5.27
H 4.76 -1.66 4.67
H 3.59 -4.44 7.45
H 1.66 -3.04 8.17
C 4.74 4.75 -1.96
C 5.03 4.95 -3.30
C 5.98 5.91 -3.63
N 6.63 6.65 -2.73
C 6.33 6.44 -1.45
C 5.41 5.50 -1.02
H 4.01 4.01 -1.66
H 4.54 4.38 -4.08
H 6.24 6.10 -4.67
H 6.88 7.06 -0.74
H 5.21 5.38 0.04
C -2.63 -7.00 -3.31
C -3.18 -8.10 -3.93
C -4.55 -8.10 -4.20
N -5.36 -7.10 -3.88
C -4.81 -6.04 -3.27
C -3.46 -5.94 -2.97
H -1.57 -6.96 -3.09
H -2.57 -8.95 -4.21
H -5.02 -8.94 -4.69
H -5.50 -5.24 -3.02
H -3.07 -5.05 -2.47
```

---

Which value of total charge does entry 4 give?
+1